No. 1
Formula: C26H68N2O10
Source: OMol25
Level of theory: ωB97M-V with the def2-TZVPD basis set

## Properties
- E_HOMO (eV) = -8.42
- SMILES = COCCNCCOC.COCCNCCOC.CC(C)O.CC(C)O.CC(C)O.CC(C)O.OCCO
- ΔE to the lowest compared entry with this formula, charge and spin (kJ/mol) = 0.0
- frontier orbital gap (eV) = 8.70
- total charge = 0
- 2S+1 = 1
- LUMO energy (eV) = 0.279
- maximum force (Eh/bohr) = 0.05791

Geometry as XYZ:
```
106
C26H68N2O10, DFT ωB97M-V with the def2-TZVPD basis set
H 6.64 14.01 -10.27
H 1.88 14.14 -6.01
O 5.32 28.08 -9.75
O 5.92 12.50 -11.23
H 1.68 23.76 -1.72
H 6.49 21.13 -7.50
C 6.01 20.70 -8.38
C 1.28 15.04 -5.83
H 3.72 20.01 -9.36
H 5.47 13.21 -9.41
C 5.44 13.91 -14.26
C 9.03 23.43 -1.57
C 1.32 24.25 -0.82
H 2.95 22.31 -14.89
C 8.03 24.54 -3.57
H 4.54 13.45 -14.67
O 1.01 21.90 -15.43
H 3.74 21.91 -7.94
H 7.02 23.13 -2.34
C 6.34 12.99 -10.02
H 1.90 25.11 1.63
H 8.93 21.48 -2.93
H 3.66 14.92 -12.31
H 5.06 19.35 -7.00
H 6.47 14.87 -12.84
C 6.70 28.25 -7.89
O 1.06 23.42 -13.19
H -0.51 21.94 1.99
O 4.06 19.37 -8.73
H 5.77 12.89 -14.05
C 0.25 23.85 2.19
H 8.24 12.90 -16.15
C 0.87 22.50 6.69
H 6.03 25.76 -8.75
H 2.45 23.50 2.10
H 8.70 24.13 -0.80
H 2.82 20.67 -7.09
H 6.05 27.76 -7.16
C 1.95 15.90 -4.88
H 7.70 28.46 -7.52
H 8.21 14.51 -17.09
H 0.30 24.65 2.93
H 1.51 22.24 5.84
H 1.33 16.71 -4.49
N -0.03 22.46 2.71
H 2.49 20.61 -14.51
H 4.18 21.45 -6.28
C 8.45 13.97 -16.18
C 4.63 12.93 -11.61
C 1.59 22.02 -13.23
C 2.13 21.64 -14.62
H 6.01 15.66 -15.55
H 2.90 16.33 -5.21
H 9.47 14.18 -15.84
H 0.26 24.48 -0.92
H -1.25 21.57 4.19
H -0.92 15.35 -6.04
C -0.22 14.65 -5.58
H 0.75 22.80 -15.21
H 3.78 12.88 -10.93
C 4.80 20.10 -7.75
H 9.97 23.73 -2.02
H 0.34 23.39 -12.56
C 8.06 23.24 -2.66
C 4.61 14.46 -12.04
H -1.60 23.93 5.25
H 4.53 27.75 -9.31
H 9.19 22.46 -1.10
H 1.04 21.81 7.51
H 1.86 16.34 -7.15
H 1.18 23.50 6.98
H 5.65 21.49 -9.04
C 6.83 26.27 -9.29
H 0.76 21.32 -13.21
O -0.53 22.56 6.19
H 5.84 14.09 -16.36
C 6.17 14.58 -15.45
C 6.59 27.70 -9.29
H 6.57 19.96 -8.95
O 1.82 23.52 0.27
H 7.82 25.45 -3.01
N 5.50 14.82 -13.14
H -1.96 22.82 3.32
O 1.25 15.61 -7.10
C 1.65 24.05 1.61
H 7.15 12.44 -9.54
H 4.15 12.27 -12.33
H 7.43 28.19 -9.77
H 7.80 26.21 -8.80
H 4.74 15.07 -11.15
H 0.07 24.12 4.90
H 6.14 29.18 -7.78
C -1.00 22.54 3.76
H 6.91 25.89 -10.31
O 7.55 14.52 -15.19
H -0.50 24.18 1.47
H 8.91 24.75 -4.16
H 2.19 15.17 -4.11
C -0.70 23.36 5.04
H 7.14 24.63 -4.20
H -0.36 13.68 -6.05
C 3.82 21.08 -7.24
H -0.40 14.72 -4.51
O 8.45 22.10 -3.49
H 1.78 25.24 -0.78
H 2.30 21.85 -12.43
```

No. 2
Formula: C30H64F2O11P
Source: OMol25
Level of theory: ωB97M-V with the def2-TZVPD basis set

## Properties
- E_HOMO (eV) = -3.46
- ΔE to the lowest compared entry with this formula, charge and spin (kJ/mol) = 0.0
- frontier orbital gap (eV) = 5.18
- total charge = -1
- 2S+1 = 1
- LUMO energy (eV) = 1.727
- maximum force (Eh/bohr) = 0.01755

Geometry as XYZ:
```
108
C30H64F2O11P, DFT ωB97M-V with the def2-TZVPD basis set
C -0.48 -0.13 -1.09
O 5.08 -0.70 1.88
H -1.03 -3.26 -5.90
O 1.55 -1.27 -6.78
H -0.39 0.85 -5.82
H 3.13 1.25 0.71
H 1.22 -4.28 5.45
H -4.70 -7.20 1.18
C -0.57 -2.43 -6.44
H -7.32 3.78 -0.50
O 2.17 0.82 -7.02
C 0.92 6.38 0.53
H 1.43 -3.20 -6.28
H 2.27 8.21 -0.85
C 5.52 1.66 1.44
C 3.52 1.69 -0.22
H 5.64 1.92 -0.71
C 4.18 -2.93 1.86
C 0.51 0.46 -5.34
C 4.96 2.19 0.11
C -6.29 3.83 -0.87
H -4.76 5.94 0.50
C -4.93 -7.03 5.08
F -0.81 -0.12 -2.46
H 0.48 -6.92 1.91
H 5.65 -2.12 0.48
H 2.55 3.57 0.14
C -3.21 4.60 -0.33
H 0.69 5.41 0.08
C 4.75 -1.78 1.01
H 1.59 0.05 -1.39
C -0.25 -6.32 2.47
C -3.86 5.96 -0.12
C -5.70 -5.58 2.17
H 0.27 2.82 0.05
O -3.97 3.47 -0.23
H 6.25 -0.02 0.30
C -5.31 3.49 0.23
H -4.75 -7.70 5.92
O 0.86 -4.36 3.48
C 2.60 2.83 -0.67
H -6.12 4.84 -1.26
H 4.55 -3.90 1.50
P 0.81 2.49 -1.27
H -5.05 -4.82 1.75
H -1.63 -0.11 0.72
H 4.53 -2.79 2.88
H -4.11 6.39 -1.09
H 3.09 -2.96 1.83
H -1.60 1.45 -0.11
H 3.10 -5.50 4.41
H -5.81 -7.38 4.54
H 0.99 -2.13 -4.97
C 1.50 8.20 -1.62
H -0.32 -1.19 -0.86
C 0.84 0.60 -0.82
H 3.58 0.91 -0.99
H 0.95 7.12 -3.40
H -0.52 2.35 -1.79
C 1.72 7.08 -2.62
C 1.48 0.05 -6.42
O 0.00 -4.18 1.48
H 4.73 1.68 2.20
H -1.14 -1.53 -6.22
O 0.20 8.15 -1.04
H 3.10 3.33 -1.51
C 0.88 -2.29 -6.04
H 4.94 3.28 0.14
H -5.49 2.47 0.59
H 1.00 0.46 0.26
F 1.44 2.09 -2.84
C 1.02 -5.07 4.71
H -0.65 -2.63 -7.51
H -2.62 0.16 -0.76
H -5.98 -5.26 3.17
H 0.76 3.91 -1.64
O -3.75 -6.86 2.91
H 2.33 -6.50 5.64
H 1.66 6.10 -2.16
H 0.23 -0.33 -4.66
H 6.32 2.31 1.80
H 0.09 -5.56 5.01
H 0.95 1.25 -4.74
H -6.60 -5.65 1.57
H 2.70 7.19 -3.09
H -5.62 -7.72 2.58
H -6.18 3.13 -1.70
H 1.53 9.17 -2.12
H 4.01 -1.42 0.29
O -2.06 4.48 -0.62
H -3.11 6.59 0.35
H 0.80 6.30 1.61
H 6.97 0.11 1.92
H 2.04 -6.81 3.93
C -1.67 0.36 -0.26
C -4.99 -6.92 2.19
H 1.96 6.64 0.31
O -2.58 -6.99 4.74
C 2.19 -6.03 4.67
H -5.12 -6.03 5.46
H -1.21 -6.39 1.97
C -0.09 7.36 0.02
H -5.42 4.15 1.10
O -1.20 7.41 0.47
C 0.19 -4.88 2.43
H -0.37 -6.74 3.46
C -3.67 -6.98 4.24
C 6.03 0.21 1.36
```

No. 3
Formula: C18H26O15
Source: OMol25
Level of theory: ωB97M-V with the def2-TZVPD basis set

## Properties
- E_HOMO (eV) = -10.84
- SMILES = C[C@H]1COC(=O)O1.C[C@H]1COC(=O)O1.C[C@H]1COC(=O)O1.O=C1OCCO1.O=C1OCCO1
- ΔE to the lowest compared entry with this formula, charge and spin (kJ/mol) = 7.9
- frontier orbital gap (eV) = 11.35
- total charge = 0
- 2S+1 = 1
- LUMO energy (eV) = 0.508
- maximum force (Eh/bohr) = 0.02047

Geometry as XYZ:
```
59
C18H26O15, DFT ωB97M-V with the def2-TZVPD basis set
C 0.60 5.45 -13.95
H -2.90 5.98 -19.79
H -5.06 0.77 -16.45
H -0.61 2.90 -13.26
H -4.04 6.75 -17.08
H -3.77 7.58 -18.58
H 3.01 9.54 -16.92
H -1.89 4.00 -12.80
C -5.84 6.98 -18.30
H -3.67 1.68 -14.70
H 1.96 7.57 -19.64
C -2.51 5.00 -20.05
O -0.08 5.20 -15.09
O -1.02 7.11 -17.25
O -0.02 4.86 -12.90
C -1.21 4.38 -14.81
H 3.41 8.43 -18.20
O -2.62 2.54 -17.45
O -0.06 7.64 -19.22
H -1.33 4.96 -18.22
C 1.40 9.25 -18.39
O -5.05 3.05 -14.14
H 1.08 8.76 -20.55
O -6.90 4.95 -20.82
C -0.23 7.73 -17.88
C -4.51 7.43 -17.79
C -5.30 3.71 -15.29
O -5.35 4.89 -15.40
C -2.01 4.33 -18.80
C -6.53 7.96 -19.27
O -5.47 2.84 -16.31
H -4.08 3.73 -18.37
H -5.85 8.76 -19.58
O 1.59 6.09 -13.88
O -5.73 5.80 -19.10
C -4.75 1.69 -14.48
C 2.86 9.35 -17.98
O -1.12 1.06 -18.22
H -4.98 0.97 -13.71
C -5.50 1.52 -15.79
H 1.03 10.25 -18.60
C -0.97 3.92 -13.37
H -3.24 4.45 -17.00
H -4.61 8.38 -17.24
O -1.29 3.11 -19.14
O -6.95 7.16 -20.36
C -1.62 2.14 -18.28
H -6.55 1.23 -15.67
C -3.11 3.82 -17.88
H -7.39 8.46 -18.82
C 1.15 8.30 -19.57
C -6.57 5.88 -20.16
H -6.49 6.75 -17.45
O 0.64 8.61 -17.35
H -3.30 4.36 -20.45
H -1.72 5.16 -20.78
H -1.24 3.53 -15.50
H 3.36 10.14 -18.55
H -2.12 4.96 -14.91
```